[1]
The following is a quantum chemistry calculation of a cluster of 6 separate species, C20H32N3O15 in total at a distorted geometry, from OMol25.

* LUMO energy: -2.6 eV
* maximum force: 0.0349 hartree/bohr
* net charge: +1
* HOMO energy: -0.472 hartree
* gap between HOMO and LUMO: 0.376 hartree

XYZ file:
```
70
C20H32N3O15, DFT ωB97M-V with the def2-TZVPD basis set
C -1.8558 -0.0285 1.3575
C -2.4305 1.1998 0.6803
N -3.8795 1.3867 0.9124
C -4.3510 2.3011 1.9491
C -5.7460 1.6829 2.2215
N -5.4961 0.2325 1.9832
C -4.6991 0.3645 0.8118
N -4.8284 -0.4249 -0.1891
H -2.4705 -0.9217 1.2792
H -1.6095 0.1394 2.3956
H -0.9281 -0.2591 0.8572
H -1.9466 2.0580 1.1131
H -2.2073 1.2043 -0.3796
H -3.7562 2.2006 2.8507
H -4.5027 3.3007 1.5885
H -6.1539 1.7980 3.2076
H -6.4180 1.9701 1.4297
H -4.7589 0.0183 2.6625
H -4.2308 -0.3954 -1.0051
H -5.5292 -1.1505 -0.1294
C 1.7799 -0.9717 4.1611
C 3.0630 -0.2249 3.8838
O 2.6417 0.7804 2.9487
C 1.3187 0.9815 3.1214
O 0.6963 1.8656 2.6204
O 0.7878 0.0454 3.9439
H 1.7240 -1.3598 5.1748
H 1.6077 -1.7863 3.4552
H 3.4593 0.2637 4.7739
H 3.8359 -0.8527 3.4500
C -3.0735 -3.1570 -3.7844
C -1.8805 -3.1888 -2.8607
O -1.5279 -1.7965 -2.7710
C -2.6252 -1.0672 -3.0612
O -2.7141 0.1142 -2.8880
O -3.6182 -1.8425 -3.5302
H -3.8059 -3.9282 -3.5605
H -2.7798 -3.2229 -4.8304
H -2.1277 -3.5500 -1.8598
H -1.0524 -3.7711 -3.2554
C 5.2005 0.8074 8.9977
C 5.5290 0.9610 7.5284
O 4.9558 -0.2263 6.9647
C 3.9727 -0.6541 7.7963
O 3.1933 -1.5096 7.5223
O 3.9970 0.0295 8.9606
H 5.0266 1.7558 9.4983
H 5.9633 0.2501 9.5428
H 5.0474 1.8325 7.0810
H 6.5961 1.0027 7.3286
C 1.5017 -1.3588 -5.7804
C 2.1020 -2.7172 -5.4955
O 0.9343 -3.5295 -5.2901
C -0.0991 -2.9383 -5.9294
O -1.1703 -3.4422 -6.0865
O 0.2316 -1.7054 -6.3541
H 2.0897 -0.7683 -6.4730
H 1.3288 -0.7781 -4.8752
H 2.6614 -3.1156 -6.3425
H 2.7374 -2.7284 -4.6143
C 1.7797 3.8316 -5.3606
C 1.5379 2.4864 -4.7096
O 2.0075 1.5751 -5.7100
C 2.9011 2.2368 -6.4964
O 3.5890 1.7112 -7.3065
O 2.8913 3.5611 -6.2202
H 2.0292 4.6130 -4.6479
H 0.9360 4.1594 -5.9699
H 2.1286 2.3481 -3.8019
H 0.4898 2.3022 -4.4849
```

---

[2]
The following is a quantum chemistry calculation of the molecule C20H32N5O4P at a distorted geometry, from OMol25.

* LUMO energy: 0.6 eV
* maximum force: 0.0247 hartree/bohr
* SMILES string: Cc1ccc(N/C(=N\P(=O)(N2CCOCC2)N2CCOCC2)N2CCOCC2)cc1
* HOMO energy: -0.308 hartree
* gap between HOMO and LUMO: 0.331 hartree

XYZ file:
```
62
C20H32N5O4P, DFT ωB97M-V with the def2-TZVPD basis set
C -6.5053 -2.4670 0.6459
C -5.1352 -1.8608 0.6644
C -4.4273 -1.6336 -0.5070
C -3.1652 -1.0684 -0.4856
C -2.5842 -0.7040 0.7246
N -1.3079 -0.1337 0.8196
C -0.5663 0.4409 -0.1679
N 0.7274 0.3533 -0.2347
P 1.6624 -0.5608 0.7845
O 0.9901 -1.2781 1.8958
N 2.9223 0.3800 1.3658
C 2.7833 0.9447 2.6897
C 2.0817 2.3007 2.6198
O 2.7683 3.1834 1.7616
C 2.8675 2.6523 0.4572
C 3.5670 1.2918 0.4470
N 2.5376 -1.5202 -0.2978
C 3.4291 -2.4615 0.3525
C 4.4418 -2.9485 -0.6832
O 3.7967 -3.5426 -1.7890
C 2.8947 -2.6448 -2.3940
C 1.8422 -2.1585 -1.3955
N -1.2104 1.1706 -1.1180
C -2.4501 1.8833 -0.8856
C -2.1678 3.3912 -0.8112
O -1.5255 3.8542 -1.9737
C -0.2916 3.1966 -2.1569
C -0.4872 1.6816 -2.2659
C -3.2788 -0.9511 1.9074
C -4.5352 -1.5191 1.8724
H -6.8183 -2.6922 -0.3702
H -7.2286 -1.7831 1.0889
H -6.5212 -3.3880 1.2271
H -4.8626 -1.9116 -1.4562
H -2.6220 -0.9244 -1.4071
H -0.7144 -0.5462 1.5397
H 2.2094 0.2465 3.2999
H 3.7837 1.0713 3.1200
H 2.0529 2.7859 3.5971
H 1.0519 2.1460 2.2541
H 3.4237 3.3878 -0.1270
H 1.8613 2.5210 0.0328
H 3.5199 0.8536 -0.5499
H 4.6126 1.4098 0.7554
H 3.9290 -1.9491 1.1762
H 2.8722 -3.3212 0.7534
H 5.0929 -3.7173 -0.2641
H 5.0493 -2.0955 -1.0228
H 2.4303 -3.1899 -3.2178
H 3.4433 -1.7760 -2.7899
H 1.1773 -1.4296 -1.8619
H 1.2480 -3.0202 -1.0526
H -2.9157 1.5562 0.0413
H -3.1327 1.6852 -1.7199
H -3.1025 3.9486 -0.7329
H -1.5434 3.6003 0.0719
H 0.1359 3.5965 -3.0773
H 0.3804 3.4230 -1.3158
H 0.4764 1.1775 -2.3218
H -1.0820 1.4624 -3.1605
H -2.8185 -0.6970 2.8505
H -5.0626 -1.7025 2.7973
```

---

[3]
The following is a quantum chemistry calculation of a structure of composition C20H32N7O2RuS3 at a distorted geometry, from OMol25.

* LUMO energy (alpha / beta): -5.9 / -8.1 eV
* maximum force: 0.0504 hartree/bohr
* net charge: +2
* energy above the lowest of the compared OMol25 structures with the same formula, charge and spin: 4.483 eV
* HOMO energy (alpha / beta): -0.491 / -0.484 hartree
* gap between HOMO and LUMO (alpha / beta): 0.274 / 0.186 hartree
* 2S+1: 2

XYZ file:
```
65
C20H32N7O2RuS3, DFT ωB97M-V with the def2-TZVPD basis set
Ru 0.3231 -0.3879 -0.2667
C 3.1380 -2.1653 -0.2163
C 2.4577 -2.0921 -1.5987
N 1.0205 -2.3279 -1.5052
C 0.5992 -3.6247 -0.9798
C -0.6214 -3.4739 -0.0536
N -0.4879 -2.3584 0.8975
C 0.3125 -2.6397 2.0931
C 1.8296 -2.6812 1.8292
N 2.2660 -1.6675 0.8600
H 3.4391 -3.1963 -0.0037
H 4.0486 -1.5654 -0.2648
H 2.5864 -1.0836 -2.0160
H 2.9534 -2.8099 -2.2685
H 0.5985 -2.1626 -2.4173
H 0.3306 -4.3154 -1.7869
H 1.4261 -4.0741 -0.4374
H -1.5032 -3.2718 -0.6675
H -0.7828 -4.4233 0.4763
H -1.4289 -2.1187 1.2151
H 0.0975 -1.8512 2.8194
H 0.0120 -3.5965 2.5410
H 2.3343 -2.5463 2.7914
H 2.1057 -3.6729 1.4700
H 2.7419 -0.9161 1.3495
O -1.0925 -1.2231 -4.6829
C -2.3403 -0.7924 -4.5823
C -3.2596 -1.1275 -5.5896
C -4.5502 -0.6621 -5.5226
C -4.9643 0.1322 -4.4450
C -4.0881 0.4314 -3.4225
C -2.7679 -0.0187 -3.4645
C -1.8515 0.2038 -2.3439
O -0.6511 -0.2355 -2.3708
N -2.3320 0.8693 -1.3079
N -1.6486 0.8796 -0.1712
C -1.8583 1.9279 0.5804
S -2.6482 3.3507 -0.0460
C -2.8204 4.1529 1.5882
C -1.6566 3.7574 2.4676
S -1.3725 1.9631 2.2493
H -0.5800 -0.8598 -3.9149
H -2.9052 -1.7373 -6.4063
H -5.2406 -0.8928 -6.3184
H -5.9737 0.5108 -4.4151
H -4.4076 1.0039 -2.5678
H -3.7665 3.8225 2.0173
H -2.8504 5.2308 1.4340
H -1.8772 3.9283 3.5212
H -0.7355 4.2776 2.2009
S 1.9389 1.5786 -0.2772
C 2.3337 1.9577 1.3419
N 3.1751 2.9477 1.5855
C 3.5756 3.3409 2.9243
C 2.4504 3.0232 3.9028
C 2.0139 1.5700 3.7512
N 1.7983 1.2595 2.3472
H 3.5645 3.4330 0.7895
H 3.7826 4.4114 2.9219
H 4.4968 2.8193 3.2042
H 1.6069 3.6811 3.6962
H 2.7894 3.2026 4.9212
H 1.0808 1.3994 4.2900
H 2.7758 0.9008 4.1628
H 1.0592 0.6044 2.0913
```

---

[4]
The following is a quantum chemistry calculation of a structure of composition C20H32NPdS3Si3 at a distorted geometry, from OMol25.

* LUMO energy (alpha / beta): 2.5 / 2.2 eV
* maximum force: 0.0390 hartree/bohr
* net charge: -1
* energy above the lowest of the compared OMol25 structures with the same formula, charge and spin: 1.555 eV
* HOMO energy (alpha / beta): -0.136 / -0.132 hartree
* gap between HOMO and LUMO (alpha / beta): 0.228 / 0.212 hartree

XYZ file:
```
60
C20H32NPdS3Si3, DFT ωB97M-V with the def2-TZVPD basis set
Pd -0.0330 -0.0128 -1.2869
C -0.8001 -0.9740 3.6127
Si -1.0118 -0.9136 1.7221
C -1.2296 -2.7530 1.2703
C -2.6669 -0.0482 1.4223
C 0.4003 -0.0598 0.9008
Si 0.3883 1.7863 0.9742
C -1.0500 2.7832 0.2358
C 0.3337 2.3429 2.8118
C 1.9610 2.6509 0.3436
Si 2.0374 -0.8547 0.8871
C 2.0835 -2.7401 0.7499
C 3.0668 -0.4346 2.4272
C 3.0735 -0.2809 -0.6128
C 4.4619 -0.3768 -0.6932
C 5.1199 0.0494 -1.8339
C 4.3744 0.5616 -2.8843
C 2.9969 0.6138 -2.7434
N 2.3702 0.2069 -1.6466
H -1.6301 -1.5062 4.0847
H -0.7406 0.0236 4.0507
H 0.1202 -1.5047 3.8740
H -2.2928 -2.9908 1.1818
H -0.8153 -3.3902 2.0559
H -0.7565 -3.0245 0.3295
H -3.4905 -0.6905 1.7439
H -2.8138 0.1834 0.3648
H -2.7317 0.8877 1.9823
H -1.9215 2.1867 -0.0254
H -0.7358 3.2863 -0.6802
H -1.3567 3.5420 0.9616
H -0.6558 2.1659 3.2428
H 0.5486 3.4103 2.9128
H 1.0579 1.7905 3.4168
H 2.0028 2.6853 -0.7458
H 2.8881 2.1961 0.6987
H 1.9306 3.6782 0.7165
H 1.5236 -3.2235 1.5519
H 3.1205 -3.0817 0.8062
H 1.6656 -3.0736 -0.2020
H 2.5037 -0.7070 3.3228
H 3.2658 0.6377 2.4815
H 4.0245 -0.9599 2.4627
H 5.0197 -0.7774 0.1447
H 6.1993 -0.0115 -1.9044
H 4.8434 0.9111 -3.7938
H 2.3644 0.9930 -3.5394
S -1.5226 -1.9313 -2.1642
C -2.9778 -1.0032 -2.6044
C -4.1845 -1.6876 -2.5525
C -5.3834 -1.0293 -2.7682
C -5.3604 0.3281 -3.0573
C -4.1630 1.0170 -3.1228
C -2.9318 0.3876 -2.8945
S -1.4569 1.3206 -2.9950
H -4.1775 -2.7490 -2.3324
H -6.3201 -1.5693 -2.7134
H -6.2892 0.8586 -3.2330
H -4.1549 2.0763 -3.3442
S -0.0920 -1.2013 -3.3708
```

---

[5]
The following is a quantum chemistry calculation of a cluster of 6 separate species, C20H32O16 in total at a distorted geometry, from OMol25.

* LUMO energy: 0.1 eV
* maximum force: 0.0522 hartree/bohr
* SMILES string: C[C@H]1COC(=O)O1.C[C@H]1COC(=O)O1.C[C@H]1COC(=O)O1.C[C@H]1COC(=O)O1.C[C@H]1COC(=O)O1.O
* energy above the lowest of the compared OMol25 structures with the same formula, charge and spin: 0.000 eV
* HOMO energy: -0.400 hartree
* gap between HOMO and LUMO: 0.405 hartree

XYZ file:
```
68
C20H32O16, DFT ωB97M-V with the def2-TZVPD basis set
C -10.8354 -24.9039 -7.9721
C -10.8078 -25.6738 -9.3071
C -10.6456 -24.7121 -10.4956
O -9.4208 -25.0340 -11.1174
C -8.8081 -26.0051 -10.3695
O -7.7579 -26.4846 -10.6396
O -9.5740 -26.4052 -9.3584
H -11.7776 -24.3729 -7.8155
H -10.0056 -24.2037 -7.9352
H -10.7535 -25.5913 -7.1292
H -11.6330 -26.3807 -9.3408
H -10.6124 -23.6877 -10.1237
H -11.5305 -24.8811 -11.1144
C -10.7478 -14.8965 -7.6147
C -12.0327 -15.5657 -7.1099
C -12.2157 -16.9978 -7.6938
O -11.9184 -17.8614 -6.5723
C -12.1126 -17.1091 -5.4445
O -12.3367 -17.5826 -4.3774
O -12.0564 -15.8070 -5.7204
H -10.9331 -14.6957 -8.6743
H -9.9593 -15.6497 -7.5882
H -10.4466 -13.9443 -7.1898
H -12.8937 -14.9928 -7.4531
H -11.5299 -17.1959 -8.5154
H -13.2398 -17.2129 -7.9946
C -11.6676 -20.4328 -10.0526
C -10.4642 -20.2383 -9.1313
C -10.6135 -20.8530 -7.7182
O -9.5774 -21.8401 -7.6852
C -8.9130 -21.8605 -8.8083
O -7.9953 -22.5900 -9.0874
O -9.2910 -20.8701 -9.6253
H -11.5098 -19.9296 -11.0087
H -12.5857 -20.0354 -9.6256
H -11.7439 -21.4879 -10.3279
H -10.2835 -19.1706 -9.0093
H -11.5837 -21.2549 -7.4408
H -10.3908 -20.0057 -7.0686
C -8.6269 -21.2217 -12.5122
C -9.3888 -19.9834 -13.0196
C -8.7329 -19.3087 -14.2182
O -9.6852 -19.4676 -15.2588
C -10.8425 -19.9861 -14.7696
O -11.8691 -20.0579 -15.3531
O -10.6780 -20.3466 -13.4874
H -9.3249 -21.9057 -12.0382
H -7.8253 -20.9668 -11.8289
H -8.1555 -21.7268 -13.3606
H -9.5116 -19.3244 -12.1573
H -7.7511 -19.7576 -14.3741
H -8.5908 -18.2316 -14.1037
C -5.2120 -20.9530 -10.7741
C -5.5628 -19.7303 -9.9241
C -4.9182 -18.4053 -10.3634
O -6.0222 -17.4998 -10.3567
C -7.1470 -18.1336 -10.1039
O -8.2420 -17.6286 -10.0878
O -6.9448 -19.4065 -9.7440
H -4.1407 -21.0254 -10.9375
H -5.7288 -20.8986 -11.7344
H -5.6184 -21.8250 -10.2621
H -5.2103 -19.9717 -8.9165
H -4.4204 -18.5388 -11.3257
H -4.1457 -18.0719 -9.6732
O -7.2545 -21.3318 -5.5572
H -7.6329 -21.2835 -6.4425
H -7.6620 -20.6028 -5.0761
```

---

[6]
The following is a quantum chemistry calculation of a structure of composition C20H33BBeBr4Cl2FKN3O11 at a distorted geometry, from OMol25.

* LUMO energy: -5.6 eV
* maximum force: 0.0758 hartree/bohr
* net charge: +1
* HOMO energy: -0.331 hartree
* gap between HOMO and LUMO: 0.124 hartree

XYZ file:
```
77
C20H33BBeBr4Cl2FKN3O11, DFT ωB97M-V with the def2-TZVPD basis set
C -0.9085 0.3433 -1.6803
B -1.9543 -0.7261 -1.2381
O -2.9706 -1.0448 -2.0721
N -1.9124 -1.3903 0.1624
O -1.7821 -0.3500 1.0895
C -0.9319 -2.4645 0.4143
C 0.4932 -2.0283 0.0945
C 1.0567 -2.6024 -1.2031
Br 1.5834 -2.7193 1.5929
H -1.0207 1.1713 -0.9811
H -1.1793 0.6920 -2.6670
H 0.1142 -0.0293 -1.7530
H -3.0587 -2.0030 -2.2020
H -2.8383 -1.7976 0.3135
H -0.8673 0.0008 1.0337
H -1.1883 -3.4178 -0.0412
H -0.9768 -2.6482 1.4875
H 0.6406 -0.9577 0.1531
H 0.7313 -3.6218 -1.4017
H 0.8719 -1.9749 -2.0700
H 2.1345 -2.6498 -1.0779
Cl -2.4842 2.8966 -1.9146
C -3.8010 3.2091 -3.0716
C -3.4236 2.8321 -4.4821
Cl -2.1673 3.9003 -5.1562
H -4.0682 4.2597 -2.9926
H -4.6541 2.6157 -2.7473
H -4.2948 2.9196 -5.1296
H -3.0577 1.8088 -4.5373
C 1.1023 3.5891 3.1748
C 0.7751 3.0252 2.0092
C 0.7713 1.5573 1.8439
O 0.4668 1.0363 0.7857
C 1.1458 0.7286 3.0203
C 1.4721 1.2885 4.1838
C 1.4750 2.7674 4.3544
O 1.7641 3.2703 5.4131
H 1.1082 4.6643 3.3109
H 0.4979 3.6102 1.1395
H 1.1364 -0.3484 2.8780
H 1.7463 0.6984 5.0542
C 5.0242 -0.6807 -1.8795
C 3.7137 -0.5859 -2.5213
N 2.6987 -0.5102 -3.0176
H 5.1726 -1.6845 -1.4859
H 5.8062 -0.4664 -2.6090
H 5.0881 0.0337 -1.0602
C 5.5887 2.5569 -0.0472
O 5.5535 1.5786 0.7224
H 6.5476 2.6869 -0.7560
H 4.7720 2.6176 -0.9176
H 5.4919 3.5647 0.4025
Be 7.5218 1.7525 -1.5455
C 2.4664 7.5841 4.3908
Br 1.7799 7.0409 6.1078
Br 4.0815 6.6325 3.9340
Br 1.1331 7.4196 3.0075
H 2.7216 8.6316 4.4651
N -3.3809 4.1505 1.3303
O -2.2811 4.5715 1.7556
O -3.8336 3.0583 1.7612
O -4.0091 4.7899 0.4655
F 4.7187 3.6222 -2.0059
K -1.1170 1.0503 4.4127
C -3.4581 -8.4392 -0.6736
C -2.4951 -7.2759 -0.6179
C -3.0864 -6.0233 -0.0156
O -2.3442 -4.9889 -0.6891
C -1.9694 -5.4953 -1.9033
O -1.5476 -4.8251 -2.7852
O -2.1446 -6.8265 -1.9432
H -2.9307 -9.3566 -0.9313
H -3.9521 -8.5878 0.2867
H -4.2116 -8.2795 -1.4449
H -1.5759 -7.5676 -0.1039
H -2.9426 -5.9657 1.0613
H -4.1474 -5.8941 -0.2399
```

---

[7]
The following is a quantum chemistry calculation of a structure of composition C20H33BN2O4PtS2Sb at a distorted geometry, from OMol25.

* LUMO energy: 2.5 eV
* maximum force: 0.0367 hartree/bohr
* net charge: -1
* energy above the lowest of the compared OMol25 structures with the same formula, charge and spin: 0.795 eV
* HOMO energy: -0.147 hartree
* gap between HOMO and LUMO: 0.240 hartree

XYZ file:
```
64
C20H33BN2O4PtS2Sb, DFT ωB97M-V with the def2-TZVPD basis set
Pt 0.9317 -0.9808 0.5351
O 0.4069 0.5772 4.4061
C 0.8260 -0.2546 3.6050
O 0.1096 -0.8151 2.7154
C 2.2700 -0.7185 3.7039
C 2.6680 -1.4051 4.8403
C 3.9710 -1.8471 4.9990
C 4.8918 -1.6300 3.9871
C 4.5094 -0.9676 2.8409
C 3.2048 -0.4932 2.6837
S 2.8370 0.4529 1.2598
H 1.9378 -1.5915 5.6163
H 4.2644 -2.3585 5.9062
H 5.9090 -1.9823 4.0981
H 5.2200 -0.8035 2.0453
C -2.7768 -2.1887 -1.5415
N -2.9758 -2.2654 -0.1186
C -3.8616 -1.3137 0.5215
C -3.5354 -1.5187 2.0084
N -2.2282 -2.1495 1.9900
C -1.9166 -2.5056 0.7173
S -0.5225 -3.2910 0.2787
H -3.7422 -2.2547 -2.0465
H -2.1516 -3.0260 -1.8449
H -2.2638 -1.2622 -1.8220
H -4.9050 -1.5358 0.2820
H -3.6350 -0.2832 0.1941
H -4.2589 -2.2090 2.4648
H -3.5318 -0.5911 2.5796
H -1.4590 -1.7587 2.5406
C -2.2790 2.7191 -0.2116
Sb -1.0474 1.3754 1.0207
C 0.4345 2.9131 1.3443
C -2.1090 2.0118 2.8185
H -2.1068 3.7544 0.0606
H -3.3326 2.4912 -0.0810
H -2.0368 2.5893 -1.2572
H -0.0604 3.8616 1.5373
H 1.0848 2.9980 0.4799
H 1.0358 2.6364 2.2022
H -2.1450 3.0949 2.8254
H -1.5583 1.6643 3.6851
H -3.1266 1.6354 2.8525
C -0.4778 1.7748 -3.6153
C 0.0370 0.3676 -3.3238
C -0.7326 -0.6422 -4.1888
O -0.1864 0.0439 -1.9534
B 0.9091 -0.6893 -1.4650
O 1.8742 -0.7687 -2.4446
C 1.5835 0.1936 -3.4498
C 2.0828 -0.2837 -4.8104
C 2.3370 1.4665 -3.0452
H -1.5661 1.7776 -3.5681
H -0.1688 2.0886 -4.6106
H -0.1025 2.4781 -2.8777
H -1.7954 -0.5631 -3.9667
H -0.4065 -1.6515 -3.9477
H -0.5792 -0.4435 -5.2472
H 1.6923 -1.2667 -5.0505
H 3.1672 -0.3510 -4.7867
H 1.7920 0.4265 -5.5820
H 1.9694 1.8125 -2.0817
H 2.2388 2.2479 -3.7944
H 3.3848 1.2068 -2.9146
```

---

- maximum force of number 5 (C20H32O16)?
  0.0522 hartree/bohr